{"formula": "C13H27BBrF3NO26PS6", "method": "ωB97M-V/def2-TZVPD", "elements": ["N", "P", "O", "O", "B", "Br", "C", "F", "F", "F", "H", "H", "H", "C", "C", "O", "S", "O", "O", "O", "H", "H", "H", "H", "C", "C", "O", "S", "O", "O", "O", "H", "H", "H", "H", "C", "C", "O", "S", "O", "O", "O", "H", "H", "H", "H", "C", "C", "O", "S", "O", "O", "O", "H", "H", "H", "H", "C", "C", "O", "S", "O", "O", "O", "H", "H", "H", "H", "C", "C", "O", "S", "O", "O", "O", "H", "H", "H", "H"], "xyz": [[0.47, -0.67, 3.50], [0.91, 0.11, 2.25], [2.23, 0.97, 2.57], [1.29, -0.78, 0.97], [-0.54, 1.29, 1.90], [-0.36, 3.15, 2.20], [-1.95, 0.70, 1.38], [-2.58, 1.52, 0.50], [-1.84, -0.52, 0.83], [-2.78, 0.60, 2.45], [0.43, -1.68, 3.37], [2.61, 1.29, 1.74], [0.57, -0.80, 0.32], [-1.40, 2.46, -2.75], [-0.02, 3.07, -2.77], [0.83, 2.05, -2.21], [0.26, 0.62, -2.60], [0.98, 0.13, -3.72], [0.14, -0.15, -1.41], [-1.18, 1.07, -3.08], [-1.85, 2.50, -1.75], [-2.08, 2.91, -3.46], [0.04, 3.99, -2.19], [0.31, 3.27, -3.79], [4.41, 1.54, -5.33], [2.91, 1.70, -5.36], [2.69, 2.95, -6.03], [3.84, 3.18, -7.12], [3.35, 2.78, -8.39], [4.40, 4.46, -6.91], [4.85, 2.06, -6.60], [4.86, 2.15, -4.54], [4.72, 0.51, -5.21], [2.47, 1.72, -4.37], [2.43, 0.91, -5.95], [-0.22, -6.41, 5.05], [-1.18, -5.30, 5.45], [-0.33, -4.28, 5.99], [1.08, -4.29, 5.23], [1.06, -3.30, 4.21], [2.12, -4.34, 6.19], [0.93, -5.72, 4.53], [0.09, -6.99, 5.92], [-0.64, -7.07, 4.30], [-1.91, -5.62, 6.19], [-1.69, -4.89, 4.57], [7.11, -4.06, 6.74], [7.18, -3.18, 5.51], [6.46, -3.91, 4.51], [5.28, -4.75, 5.20], [4.06, -4.03, 5.09], [5.39, -6.10, 4.77], [5.80, -4.63, 6.71], [7.84, -4.88, 6.68], [7.26, -3.51, 7.66], [8.20, -2.99, 5.19], [6.67, -2.23, 5.68], [-3.98, 6.10, -5.50], [-3.25, 6.82, -6.62], [-1.87, 6.51, -6.39], [-1.73, 5.05, -5.78], [-1.44, 4.12, -6.81], [-0.94, 5.13, -4.60], [-3.27, 4.86, -5.35], [-3.90, 6.65, -4.56], [-5.02, 5.91, -5.73], [-3.41, 7.89, -6.59], [-3.54, 6.43, -7.59], [-6.45, -0.67, 0.49], [-5.57, -1.24, 1.59], [-6.47, -1.46, 2.69], [-7.92, -1.85, 2.13], [-8.06, -3.26, 2.15], [-8.88, -1.00, 2.73], [-7.68, -1.40, 0.61], [-6.66, 0.39, 0.66], [-6.02, -0.81, -0.50], [-4.78, -0.57, 1.88], [-5.15, -2.20, 1.30]], "orbital_gap_ev": 7.8, "homo_ev": -8.820, "e_lumo_ev": -0.971, "max_force_ev_per_a": 1.50}

{"formula": "C3H12NO2S", "method": "ωB97M-V/def2-TZVPD", "elements": ["C", "C", "S", "C", "N", "H", "H", "H", "H", "H", "H", "H", "H", "H", "H", "O", "H", "H", "O"], "xyz": [[-0.59, -0.17, -0.49], [0.90, 0.35, -0.84], [1.13, 0.58, -2.70], [-0.79, -1.73, -0.69], [-1.46, -2.36, 0.51], [-1.25, 0.38, -1.11], [-0.76, 0.18, 0.51], [1.78, -0.36, -0.70], [1.05, 1.31, -0.38], [0.09, -2.29, -0.91], [-1.44, -1.90, -1.58], [-0.75, -2.74, 1.16], [-2.14, -1.84, 1.06], [0.41, 2.45, -0.78], [-0.63, 3.39, -1.14], [0.02, 3.28, -0.43], [1.52, 1.31, 3.10], [1.59, -0.13, 2.27], [1.33, 0.28, 3.12]], "de_lowest_kj_mol": 191.71, "orbital_gap_ev": 6.1, "charge": -1, "homo_ev": -2.722, "e_lumo_ev": 3.407, "max_force_ev_per_a": 3.69}

{"formula": "FH2O3PS", "method": "ωB97M-V/def2-TZVPD", "elements": ["O", "O", "O", "F", "P", "S", "H", "H"], "xyz": [[1.35, 0.08, -1.17], [-0.27, -0.21, 0.60], [1.68, 1.37, 0.96], [1.77, -0.92, 1.13], [-1.44, 0.24, -0.65], [1.15, 0.27, 0.24], [-1.57, -1.04, -1.25], [-2.67, 0.20, 0.14]], "de_lowest_kj_mol": 137.00, "orbital_gap_ev": 10.8, "homo_ev": -10.835, "e_lumo_ev": -0.016, "max_force_ev_per_a": 3.16}

{"formula": "C4H5N3O", "method": "ωB97M-V/def2-TZVPD", "elements": ["C", "C", "C", "C", "H", "H", "H", "H", "H", "N", "N", "N", "O"], "xyz": [[-1.07, 0.69, -0.08], [1.72, -1.03, 0.79], [2.67, -0.65, -0.22], [3.54, -0.10, -0.93], [-3.93, 0.15, 0.58], [-3.51, 0.90, -0.70], [-1.32, 1.66, -0.58], [2.16, -1.71, 1.53], [4.31, 0.40, -1.51], [-3.31, 0.07, -0.17], [-1.99, -0.16, 0.16], [0.49, -0.74, 0.95], [0.25, 0.53, 0.18]], "de_lowest_kj_mol": 663.97, "orbital_gap_ev": 8.4, "homo_ev": -8.493, "e_lumo_ev": -0.084, "max_force_ev_per_a": 4.66}